Density functional theory data (the ωB97M-V functional and the def2-TZVPD basis) for a molecular structure, C7H11N4O3ReS3 at a distorted geometry.

Output
Multiplicity: 2
Total charge: +1
ΔE to the lowest compared entry with this formula, charge and spin in kcal per mole: 37.2
Kohn-Sham gap (alpha / beta) in eV: 3.26 / 3.37

```
29
Properties=species:S:1:pos:R:3:forces:R:3:mulliken_spin:R:1
Re -0.600 -1.168 0.805 0.25 0.50 0.41 0.89
S 1.397 -1.330 1.250 -0.20 -0.54 -0.04 0.09
S 3.291 3.926 -1.926 1.01 0.72 -0.14 0.00
S -2.090 -2.936 0.541 0.27 0.01 0.47 -0.01
O 2.437 5.081 -2.124 -0.11 -0.24 0.02 0.00
O 3.955 3.882 -0.631 -0.25 -0.14 -0.24 0.00
O 4.115 3.550 -3.063 -0.27 0.01 0.27 0.00
N -1.486 -1.170 2.840 0.04 -0.02 -0.28 -0.01
N -3.528 -4.084 2.451 -0.01 -0.16 0.01 0.01
N -0.487 -0.691 -1.256 -0.24 -0.03 -0.14 0.00
N -2.364 -2.243 3.134 0.13 0.07 -0.07 0.01
C 2.140 2.577 -1.800 -0.72 -0.77 0.14 0.00
C 0.430 0.456 -1.496 -0.44 -0.30 0.06 -0.06
C 2.024 1.613 -2.801 0.17 0.26 0.06 0.00
C 1.153 0.537 -2.663 0.13 0.03 0.09 0.00
C -2.702 -3.102 2.176 -0.08 0.00 -0.39 0.00
C 1.355 2.476 -0.645 0.28 0.28 -0.09 0.03
C 0.497 1.410 -0.495 -0.03 -0.05 -0.03 0.02
H -2.674 -2.343 4.091 -0.01 0.03 0.01 0.00
H -3.907 -4.249 3.373 -0.03 0.02 -0.02 0.00
H 2.650 1.719 -3.679 -0.01 0.01 0.03 0.00
H -1.957 -0.289 3.051 -0.06 0.01 0.00 0.00
H -0.115 1.315 0.411 -0.09 0.09 -0.04 0.00
H -0.685 -1.245 3.466 0.08 0.11 -0.01 0.00
H -1.409 -0.452 -1.632 -0.01 0.01 0.02 0.01
H -3.762 -4.753 1.732 0.00 0.02 0.00 0.00
H 1.454 3.238 0.119 0.02 -0.04 -0.04 0.00
H -0.200 -1.504 -1.797 0.16 0.08 -0.09 0.00
H 1.068 -0.223 -3.432 0.02 0.05 0.01 0.00
```
Forces are in eV/Å.